Density functional theory data (ωB97M-V/def2-TZVPD) for a cluster of 2 separate species, CH2N2O2S in total at a distorted geometry.

Cartesian coordinates (Å):
N 0.5444 0.5231 -0.4580
S -0.5589 1.3703 -1.0544
O -0.3061 2.2767 -2.1402
O -1.6568 1.4281 -0.1721
H 1.1971 0.1671 -1.1074
C 0.2500 -1.8945 1.6278
N -0.4479 -2.7230 1.9649
H 0.9782 -1.1477 1.3395

Cartesian forces (eV/Å) of the 6 atoms listed first:
N -1.3 -0.2 0.0
S 2.5 0.4 1.0
O -0.9 -0.9 0.3
O -1.4 0.6 -0.4
H 1.2 0.1 -1.0
C 1.5 1.2 -0.4

HOMO-LUMO gap   10.29 eV
DFT total energy   -18976.8527 eV
SMILES string   N=S(=O)=O.C#N
Energy above the lowest of the compared OMol25 structures with the same formula, charge and spin   4.4756 eV
Largest force on an atom   2.7 eV Å⁻¹

Atom charges from the Löwdin analysis, given in e for atoms 1 to 6: N -0.16; S 0.70; O -0.27; O -0.26; H 0.02; C -0.11

Density functional theory data (ωB97M-V/def2-TZVPD) for a cluster of 2 separate species, C6H12O2 in total at a distorted geometry.

Cartesian coordinates (Å):
C -3.6907 -0.6090 1.2595
C -3.0806 -0.3769 2.5675
C -2.7986 -1.6922 3.2426
O -2.6462 0.6985 2.9736
H -4.3567 0.2443 1.0478
H -4.2819 -1.5386 1.2053
H -2.9072 -0.6446 0.4840
H -2.4622 -2.4981 2.5689
H -3.7380 -2.0077 3.7269
H -2.0332 -1.5434 4.0228
C -0.8495 -0.4494 -5.0174
C -1.9000 -1.3826 -5.5532
C -2.7002 -0.9255 -6.7381
O -2.2094 -2.4715 -5.0149
H -1.2437 0.0432 -4.1126
H -0.6987 0.3160 -5.7972
H 0.1269 -0.9016 -4.7748
H -2.1033 -0.8131 -7.6588
H -3.2181 0.0271 -6.5361
H -3.4580 -1.7097 -6.9036

Cartesian forces (eV/Å) of the 6 atoms listed first:
C -1.6 0.9 -1.5
C 2.4 0.2 0.6
C 0.4 0.0 1.5
O -1.1 -1.4 -0.5
H 0.2 -0.3 -0.3
H 0.3 0.4 0.1

HOMO-LUMO gap   10.37 eV
DFT total energy   -10510.9435 eV
SMILES string   CC(C)=O.CC(C)=O
Energy above the lowest of the compared OMol25 structures with the same formula, charge and spin   1.3635 eV
Largest force on an atom   3.3 eV Å⁻¹

Atom charges from the Löwdin analysis, given in e for atoms 1 to 6: C -0.05; C -0.52; C -0.04; O 0.06; H 0.09; H 0.09

Density functional theory data (ωB97M-V/def2-TZVPD) for an isolated molecule of C20H33N5O4.

Cartesian coordinates (Å):
C -4.0437 1.8704 -6.3305
C -4.4229 1.3936 -4.9478
O -3.4977 1.9367 -4.0232
C -3.8124 1.6999 -2.6657
C -3.5121 0.2607 -2.2592
C -3.7299 0.0416 -0.7658
N -2.9740 1.0110 0.0127
C -2.1808 0.7549 1.0886
O -1.6436 1.6482 1.7259
C -1.9583 -0.6944 1.5294
O -0.8316 -1.3466 0.9586
C -0.4139 -0.9570 -0.3408
C 0.4643 0.3188 -0.3732
C 1.7203 -0.5741 -0.3085
N 2.2568 -0.6463 1.0333
C 3.4313 -1.2692 1.2870
O 4.1531 -1.6991 0.4016
C 3.8050 -1.4119 2.7510
C 5.2793 -1.0631 2.9747
C 5.7643 -1.5285 4.3036
N 5.8147 -0.8079 5.4089
C 6.2775 -1.6922 6.3266
N 6.5088 -2.9007 5.8660
N 6.1721 -2.7845 4.5625
C 6.3038 -3.9167 3.6726
C 0.8320 -1.7806 -0.7034
C -3.2558 2.3968 -0.3402
C -3.0023 2.6725 -1.8191
C -3.3302 4.1218 -2.1489
H -4.7377 1.4726 -7.0716
H -4.0690 2.9588 -6.3785
H -3.0376 1.5379 -6.5849
H -5.4374 1.7234 -4.6869
H -4.4119 0.2979 -4.9091
H -4.8841 1.9071 -2.5001
H -4.1434 -0.4384 -2.8109
H -2.4723 0.0494 -2.5237
H -4.7966 0.1527 -0.5315
H -3.4423 -0.9695 -0.4955
H -1.7763 -0.6402 2.6002
H -2.8519 -1.3031 1.3668
H -1.2489 -0.9973 -1.0427
H 0.3838 0.8320 -1.3318
H 0.3263 1.0379 0.4320
H 2.5373 -0.3429 -0.9863
H 1.6400 -0.4356 1.8011
H 3.1679 -0.8041 3.3949
H 3.6277 -2.4587 3.0150
H 5.8660 -1.5036 2.1685
H 5.4176 0.0163 2.9308
H 6.4474 -1.4391 7.3603
H 5.8683 -3.6690 2.7079
H 7.3545 -4.1701 3.5398
H 5.7817 -4.7710 4.0979
H 0.9701 -2.6964 -0.1317
H 0.8857 -1.9968 -1.7698
H -4.3069 2.6140 -0.1056
H -2.6355 3.0332 0.2840
H -1.9432 2.4814 -2.0265
H -4.3833 4.3334 -1.9434
H -2.7281 4.8025 -1.5454
H -3.1419 4.3312 -3.1998

Cartesian forces (eV/Å) of the 6 atoms listed first:
C 0.0 0.0 0.0
C 0.0 0.0 0.0
O 0.0 0.0 0.0
C 0.0 0.0 0.0
C 0.0 0.0 0.0
C 0.0 0.0 0.0

HOMO-LUMO gap   9.92 eV
DFT total energy   -36916.0532 eV
SMILES string   CCO[C@H]1CCN(C(=O)CO[C@H]2C[C@@H](NC(=O)CCc3ncnn3C)C2)C[C@@H]1C
Energy above the lowest of the compared OMol25 structures with the same formula, charge and spin   0.4857 eV
Largest force on an atom   0.3 eV Å⁻¹

Atom charges from the Löwdin analysis, given in e for atoms 1 to 6: C -0.07; C -0.27; O -0.12; C -0.34; C -0.10; C -0.14

Density functional theory data (ωB97M-V/def2-TZVPD) for a structure of composition C20H23ClN2Pt at a distorted geometry.

Cartesian coordinates (Å):
C -4.6437 0.1733 0.4092
C -4.6933 1.4751 -0.3988
H -4.8566 -0.6841 -0.2348
H -5.4314 0.1824 1.1690
H -3.6912 0.0132 0.9123
H -3.8555 1.5747 -1.0863
H -5.6065 1.5039 -1.0020
H -4.7354 2.3480 0.2607
C 0.7538 -2.5065 0.5662
C 1.5374 -3.6330 0.3807
C 2.6641 -3.5807 -0.4442
C 2.9591 -2.3822 -1.0763
H -0.1906 -2.5095 1.1138
H 1.2528 -4.5510 0.8874
H 3.2982 -4.4549 -0.6086
H 3.7823 -2.2627 -1.7624
N 1.1309 -1.3131 0.0599
C 2.1844 -1.2512 -0.8138
C 2.3468 0.0420 -1.4207
N 1.4299 0.9650 -0.9789
C 1.4751 2.2235 -1.4579
C 3.3550 1.6905 -2.8785
C 2.4138 2.6071 -2.3958
H 0.6930 2.8663 -1.0864
H 2.4042 3.6397 -2.7321
C 3.3049 0.3958 -2.3797
H 4.0144 -0.3636 -2.6894
H 4.1231 1.9881 -3.5997
Pt -0.0722 0.3906 0.3315
C -1.2765 1.8796 -0.2386
H -1.1607 2.1075 -1.3100
H -0.9126 2.7233 0.3624
H -2.3394 1.7578 -0.0257
Cl 0.1450 2.5151 3.4757
C 0.2054 0.9217 4.1441
C 0.7045 0.7317 5.4400
C 0.8691 -0.5660 5.9474
C 0.5378 -1.6692 5.1598
C -0.0790 -1.4774 3.9236
C -0.2922 -0.1793 3.3831
C -1.0296 -0.0163 2.0771
H 0.9837 1.5939 6.0409
H 1.2681 -0.7106 6.9530
H 0.7444 -2.6838 5.5021
H -0.4383 -2.3325 3.3431
H -1.5646 -0.9725 1.9406
H -1.7879 0.7807 2.1813

Cartesian forces (eV/Å) of the 6 atoms listed first:
C -0.6 0.1 -0.3
C -0.4 -0.1 0.1
H 0.2 0.0 0.1
H 0.2 0.0 0.0
H 0.1 0.0 0.0
H -0.1 0.0 -0.1

HOMO-LUMO gap (spin up / spin down)   4.93 / 4.73 eV
DFT total energy   -39840.8897 eV
Charge   +2
⟨S²⟩   6.03
Energy above the lowest of the compared OMol25 structures with the same formula, charge and spin   0.1182 eV
Largest force on an atom   3.3 eV Å⁻¹
Spin multiplicity   5

Atom charges from the Löwdin analysis, given in e for atoms 1 to 6: C -0.15; C -0.17; H 0.07; H 0.08; H 0.02; H 0.04

Density functional theory data (ωB97M-V/def2-TZVPD) for an isolated molecule of C4H8N2O at a distorted geometry.

Cartesian coordinates (Å):
C -1.8488 0.1491 0.6841
N -0.4024 0.0214 0.8231
C 0.3469 0.1817 -0.4051
C -0.4611 -0.5458 -1.4520
N -1.5713 -0.8560 -1.6364
C 1.8060 -0.2480 -0.2698
O 2.5653 0.6506 0.5014
H -2.2896 -0.1331 1.6440
H -2.0520 1.2138 0.4866
H -2.3640 -0.5166 -0.2668
H -0.1427 -0.8475 1.2848
H 0.3263 1.2387 -0.7018
H 2.2560 -0.2673 -1.2648
H 1.8524 -1.2733 0.1349
H 2.1114 0.7792 1.3448

Cartesian forces (eV/Å) of the 6 atoms listed first:
C -0.8 -0.4 -0.5
N -0.3 -0.3 -0.2
C 0.0 0.1 -0.2
C -0.8 0.0 0.2
N 1.4 -0.5 -1.7
C -0.2 -0.3 -0.3

HOMO-LUMO gap   10.52 eV
DFT total energy   -9303.2901 eV
SMILES string   CN[C@H](C#N)CO
Energy above the lowest of the compared OMol25 structures with the same formula, charge and spin   3.1030 eV
Largest force on an atom   3.6 eV Å⁻¹

Atom charges from the Löwdin analysis, given in e for atoms 1 to 6: C -0.14; N -0.07; C -0.35; C -0.14; N 0.11; C -0.24